The following is a quantum chemistry calculation of a 2-piece molecular cluster, C3H3N4OS overall at a distorted geometry, from OMol25.

- Charge: -1
- Frontier orbital gap: 0.2557 Eh
- LUMO level: 3.43 eV

Geometry (Å):
C (-2.090, 0.456, -2.249)
C (0.486, 0.419, 0.401)
C (0.497, -0.693, 1.039)
N (-2.843, 1.880, -3.677)
N (-3.101, 0.676, -3.181)
N (-1.269, 1.547, -2.303)
N (-1.784, 2.450, -3.176)
O (0.802, 1.447, -0.130)
S (-1.668, -0.802, -1.259)
H (0.200, -1.703, 0.716)
H (0.402, -0.831, 2.128)
H (-0.608, 1.960, -1.675)